# 1
# C5H20BCrF4O5

A molecular structure, C5H20BCrF4O5 (ωB97M-V with the def2-TZVPD basis set, the OMol25 dataset).

As for the expectation value of S²: 6.004. Its orbital gap (alpha / beta) is 8.31 / 11.02 eV. Its total charge is +1. The highest occupied orbital energy (alpha / beta) comes out at -11.4 / -14.2 eV. As for the spin multiplicity: 5.

Atoms and positions in Å:
1 H 1.1305 -1.6069 3.0126
2 H -1.5585 2.8891 1.9056
3 H -1.1705 -3.2169 -0.2214
4 H -2.6665 -2.9479 -1.0864
5 H 1.1015 0.0681 2.6056
6 O 1.3025 -1.3239 -1.0834
7 C 1.6335 2.5251 0.0606
8 H 1.8425 2.8821 -0.8854
9 F -1.5465 1.4601 -3.6004
10 H 1.4535 -1.5889 -2.0384
11 H -2.1425 1.9711 0.0246
12 H 1.2495 -3.3109 -0.5974
13 H 0.7505 3.0091 0.4116
14 H 1.8495 -2.2659 0.6866
15 H -1.0885 -2.8779 -1.9114
16 F -0.8995 2.9271 -2.0464
17 Cr -0.0795 -0.0219 -0.2734
18 O -0.2195 -1.0539 1.5726
19 C 0.4505 -0.7939 2.7676
20 C -1.6305 -2.6449 -0.9994
21 H -0.2055 -0.6039 3.6016
22 F 0.5645 2.0481 -3.6334
23 H -0.6865 -1.8929 1.6926
24 B -0.5185 1.8071 -2.8004
25 C -1.4225 1.7981 1.7926
26 O -1.6995 -1.3269 -0.7674
27 H -2.4695 -1.0229 -1.2734
28 C 1.7535 -2.4169 -0.3754
29 O 1.5515 1.1641 0.2626
30 H 2.8075 -2.5209 -0.7004
31 H -2.1565 1.3781 2.4626
32 H 2.3785 0.7581 0.1056
33 H 2.4355 2.8931 0.6986
34 H -0.4365 1.6251 2.2246
35 F -0.2345 0.7731 -2.0184
36 O -1.4235 1.4611 0.4226

# 2
# C5H20CuN10O5

A molecular structure, C5H20CuN10O5 (ωB97M-V with the def2-TZVPD basis set, the OMol25 dataset).

Its orbital gap is 8.58 eV. Its total charge is +1. The highest occupied orbital energy comes out at -10.4 eV.

Atoms and positions in Å:
1 H -4.9513 1.1934 0.1258
2 N -3.4222 -1.1171 -1.4203
3 H -0.1304 4.4249 2.1755
4 H -0.1212 3.5161 0.6393
5 H 2.5205 -2.0955 -0.8322
6 N 0.4082 2.0696 -3.4091
7 H -2.5647 -1.6310 -1.3105
8 H 4.0911 -2.4758 -0.0028
9 C 0.2299 -3.3135 -0.1160
10 O -0.5833 -2.3958 0.0313
11 C 2.8464 -1.0172 0.7282
12 N 3.7278 -0.6258 1.6904
13 N 0.6476 -4.1351 0.8554
14 N 0.6720 -3.6311 -1.3825
15 H 1.2225 -4.4483 -1.5671
16 H 0.3867 -3.0632 -2.1580
17 N -0.6669 2.8265 3.7602
18 H -4.1555 -1.4518 -2.0191
19 N -0.2526 3.5971 1.6262
20 H 1.5809 2.7044 -0.4691
21 Cu -0.4780 0.0255 0.1057
22 N 3.2634 -1.9406 -0.1628
23 C 0.9642 1.7486 -2.1879
24 H -5.6282 0.1684 -1.1603
25 H 1.2823 -4.8720 0.6181
26 N -4.8847 0.4586 -0.5579
27 O 1.0281 0.5917 -1.7649
28 H 0.1259 -4.1612 1.7140
29 N 1.2632 2.8273 -1.4124
30 H 0.2672 1.2462 -3.9687
31 H 4.5995 -1.1209 1.7652
32 H -1.2388 2.1996 4.2997
33 H -0.2659 2.8123 -3.3489
34 H 1.2815 3.7145 -1.8828
35 H -0.5696 3.7619 4.1006
36 H 3.2566 -0.3353 2.5331
37 C -0.5206 2.5334 2.4310
38 O -2.6859 0.4682 -0.0102
39 O -0.6670 1.3990 1.9656
40 C -3.6278 -0.0093 -0.6773
41 O 1.7492 -0.4466 0.6554

# 3
# C5H20N3O2

3 unconnected molecules or ions with the total composition C5H20N3O2 (ωB97M-V with the def2-TZVPD basis set, the OMol25 dataset).

Its orbital gap is 8.34 eV. Its total charge is +1. The highest occupied orbital energy comes out at -11.5 eV.

Atoms and positions in Å:
1 H 2.2297 0.1122 3.6169
2 H 1.6448 1.1988 0.8765
3 N 0.4904 3.0013 0.4995
4 H 0.1824 -2.1872 -2.6414
5 H -3.9398 0.0402 -1.0608
6 H 1.2122 3.5734 0.8706
7 H -0.1773 -0.4187 -2.7757
8 C -0.0087 -1.0817 -0.6031
9 H 2.0845 -0.0779 -2.5120
10 H 3.2030 -0.3219 2.4735
11 H -1.4908 -2.1271 0.7295
12 C -1.0731 -2.3125 -0.3045
13 N 1.8268 -1.0354 -2.2931
14 H -3.7159 -0.8900 0.0883
15 H 2.1809 -1.7565 -2.8539
16 H -1.9150 -2.1848 -0.9376
17 H -1.5586 1.0066 1.1632
18 H -0.4661 -0.1515 1.8092
19 H -0.5090 -3.2377 -0.3987
20 C 0.3686 -1.1062 -2.0576
21 C -0.4269 0.7445 1.0430
22 H 0.5903 2.8101 -0.5686
23 H -1.4123 0.5050 -0.5990
24 H 0.8583 -1.3100 0.0006
25 C 0.6631 1.6875 1.2744
26 O 2.2917 -0.0929 2.7515
27 O -3.3960 -0.1229 -0.2839
28 H 1.0543 1.9971 2.3534
29 H -0.3474 3.4554 0.7087
30 N -0.4439 0.2828 -0.3692

Listing ΔE to the lowest compared entry with this formula, charge and spin for the structures above in their given order: 0.00, 0.00, 72.09 kcal per mole.